w.
Below is a structure of composition C5H9N2O, with properties calculated with the ωB97M-V functional and the def2-TZVPD basis.

The geometry in XYZ format:
```
17
Properties=species:S:1:pos:R:3:lowdin_charge:R:1
C -0.84 1.62 -0.61 -0.069
C -2.04 -0.39 0.23 -0.348
C -0.63 -0.78 -0.03 -0.121
C 0.57 0.80 -1.64 -0.003
C 1.16 0.74 0.77 0.067
N -2.47 0.59 -0.61 0.200
N 0.04 0.48 -0.27 -0.205
O -0.23 2.01 -1.64 0.120
H -2.85 -1.19 0.36 0.178
H -2.31 0.10 1.18 0.153
H -0.23 -1.40 0.82 0.155
H -0.68 -1.50 -0.95 0.181
H 1.69 1.09 -1.78 0.193
H 0.45 0.03 -2.31 0.124
H 1.37 1.93 0.66 0.175
H 0.89 0.48 1.82 0.123
H 2.01 0.20 0.49 0.076
```

The calculation puts the HOMO-LUMO gap (spin up / spin down) at 8.61 / 8.41 eV. Its total charge is +1. The HOMO energy (spin up / spin down) comes out at -13.35 / -13.98 eV.

=====

x.
Below is the ion C5H9N2O with charge +1, with properties calculated with the ωB97M-V functional and the def2-TZVPD basis.

The geometry in XYZ format:
```
17
Properties=species:S:1:pos:R:3:lowdin_charge:R:1
C 1.91 -0.60 -0.46 -0.226
C -0.24 1.62 -0.27 -0.273
C 0.00 -0.54 1.05 -0.161
C -0.74 0.25 0.10 -0.116
C -2.09 -0.08 -0.26 0.001
N 1.40 -0.58 0.81 0.008
N 1.30 -0.12 -1.47 0.178
O 0.47 2.30 0.37 0.150
H 2.94 -0.86 -0.37 0.142
H -0.69 2.01 -1.36 0.190
H -0.16 -0.14 2.15 0.221
H -0.41 -1.65 1.16 0.184
H -2.57 0.34 -1.19 0.135
H -2.76 0.00 0.64 0.162
H -2.18 -1.19 -0.17 0.126
H 2.08 -0.45 1.61 0.190
H 1.73 -0.31 -2.36 0.087
```

The calculation puts the HOMO-LUMO gap at 7.47 eV. Its total charge is +1. The HOMO energy comes out at -14.19 eV.

=====

x has the most favorable energy; the next structure is 469.5 kJ/mol above.

=====

w.
Below is an isolated molecule of C15H15N3O5, with properties calculated with the ωB97M-V functional and the def2-TZVPD basis.

The geometry in XYZ format:
```
38
Properties=species:S:1:pos:R:3:lowdin_charge:R:1
C -6.27 -2.71 -0.16 -0.085
O -4.98 -2.16 -0.03 -0.063
C -4.85 -0.81 -0.11 -0.203
C -5.88 0.09 -0.31 -0.016
C -5.62 1.46 -0.38 -0.093
C -4.34 1.93 -0.25 -0.060
C -3.27 1.05 -0.04 -0.147
C -1.94 1.58 0.09 -0.062
N -0.92 0.84 0.27 0.043
N 0.30 1.40 0.39 0.043
C 1.41 0.62 0.57 -0.443
O 1.38 -0.58 0.62 0.096
C 2.69 1.43 0.71 -0.091
N 3.83 0.56 0.66 0.081
C 4.90 0.85 -0.11 -0.432
O 5.05 1.93 -0.65 0.071
C 5.90 -0.23 -0.20 -0.186
C 7.11 -0.26 -0.84 0.012
C 7.65 -1.54 -0.61 -0.049
C 6.73 -2.20 0.16 -0.105
O 5.67 -1.42 0.41 0.053
C -3.52 -0.33 0.02 -0.187
O -2.56 -1.25 0.21 0.105
H -6.14 -3.78 -0.06 0.095
H -6.94 -2.35 0.63 0.097
H -6.71 -2.48 -1.13 0.097
H -6.89 -0.26 -0.41 0.104
H -6.44 2.14 -0.53 0.102
H -4.14 2.99 -0.30 0.105
H -1.85 2.68 0.02 0.130
H 0.39 2.42 0.33 0.157
H 2.66 1.97 1.68 0.137
H 2.80 2.17 -0.09 0.128
H 3.65 -0.40 0.94 0.136
H 7.54 0.55 -1.40 0.119
H 8.58 -1.92 -0.96 0.103
H 6.72 -3.19 0.57 0.124
H -1.69 -0.80 0.28 0.083
```

The SMILES is COc1cccc(/C=N/NC(=O)CNC(=O)c2ccco2)c1O. The calculation puts the HOMO-LUMO gap at 8.42 eV. The HOMO energy comes out at -8.15 eV.

=====

x.
Below is an isolated molecule of C15H15N3O5, with properties calculated with the ωB97M-V functional and the def2-TZVPD basis.

The geometry in XYZ format:
```
38
Properties=species:S:1:pos:R:3:lowdin_charge:R:1
O -5.79 -1.59 -0.76 0.077
N -5.36 -0.45 -0.78 -0.370
O -5.98 0.52 -1.17 0.082
C -4.02 -0.24 -0.32 -0.151
C -3.25 -1.33 0.11 0.028
C -1.96 -1.15 0.51 0.026
C -1.35 0.13 0.51 -0.133
N -0.03 0.27 0.74 -0.063
C 0.70 -0.73 1.48 -0.110
C 1.18 -1.94 0.64 -0.231
O 0.63 -3.16 1.09 -0.069
C 0.75 1.38 0.22 -0.106
C 2.05 0.90 -0.38 -0.226
C 3.25 1.08 0.30 -0.047
C 4.44 0.63 -0.26 -0.076
C 4.43 0.00 -1.49 -0.084
C 3.24 -0.17 -2.17 -0.074
C 2.05 0.28 -1.62 -0.048
C -2.20 1.23 0.21 -0.078
N -1.85 2.59 0.52 -0.369
O -1.14 2.77 1.49 0.073
O -2.34 3.47 -0.15 0.092
C -3.50 1.04 -0.25 0.092
H -3.69 -2.32 0.09 0.125
H -1.38 -2.01 0.79 0.100
H 0.05 -1.10 2.28 0.135
H 1.55 -0.23 1.94 0.122
H 2.27 -1.99 0.63 0.122
H 0.84 -1.84 -0.39 0.118
H 1.04 -3.40 1.93 0.096
H 0.18 1.87 -0.57 0.135
H 0.94 2.12 1.01 0.126
H 3.27 1.58 1.25 0.116
H 5.37 0.77 0.27 0.104
H 5.36 -0.36 -1.92 0.103
H 3.23 -0.66 -3.14 0.106
H 1.13 0.15 -2.15 0.122
H -4.11 1.89 -0.50 0.136
```

The SMILES is O=[N+]([O-])c1ccc(N(CCO)Cc2ccccc2)c([N+](=O)[O-])c1. The calculation puts the HOMO-LUMO gap at 8.19 eV. The HOMO energy comes out at -8.71 eV.

=====

w has the most favorable energy; the next structure is 476.8 kJ/mol above.

=====

w.
Below is an isolated molecule of C3H6N2S2, with properties calculated with the ωB97M-V functional and the def2-TZVPD basis.

The geometry in XYZ format:
```
13
Properties=species:S:1:pos:R:3:lowdin_charge:R:1
C 0.29 1.71 0.04 -0.058
C -0.44 0.36 -0.15 -0.479
N -1.73 0.56 -0.22 -0.343
S -2.91 -0.71 -0.27 0.672
N 0.16 -0.81 0.15 -0.035
C 1.45 -1.20 0.14 -0.743
S 2.76 -0.45 -0.42 0.669
H -0.41 2.54 0.17 0.072
H 0.83 2.14 -0.84 0.082
H 1.04 1.62 0.83 0.059
H -2.13 -1.90 -0.53 -0.130
H -0.49 -1.65 0.38 0.134
H 1.56 -2.20 0.73 0.100
```

The SMILES is C/C(=N/S)NC=S. The calculation puts the HOMO-LUMO gap at 8.48 eV. The HOMO energy comes out at -8.72 eV.

=====

x.
Below is an isolated molecule of C3H6N2S2, with properties calculated with the ωB97M-V functional and the def2-TZVPD basis.

The geometry in XYZ format:
```
13
Properties=species:S:1:pos:R:3:lowdin_charge:R:1
C -0.45 -1.00 -1.40 -0.055
C 0.24 -0.72 -0.14 -0.494
N 1.07 -1.54 0.55 -0.335
S 1.65 -0.99 2.09 0.621
N -0.45 0.33 0.47 -0.083
C -0.63 1.61 0.16 -0.737
S -0.34 2.67 -1.13 0.526
H -0.39 -2.10 -1.41 0.081
H 0.18 -0.53 -2.33 0.143
H -1.50 -0.54 -1.44 0.110
H 2.24 0.39 1.79 -0.042
H -0.66 0.32 1.57 0.170
H -0.97 2.08 1.19 0.096
```

The SMILES is C/C(=N/S)NC=S. The calculation puts the HOMO-LUMO gap at 8.22 eV. The HOMO energy comes out at -8.73 eV.

=====

y.
Below is an isolated molecule of C3H6N2S2, with properties calculated with the ωB97M-V functional and the def2-TZVPD basis.

The geometry in XYZ format:
```
13
Properties=species:S:1:pos:R:3:lowdin_charge:R:1
H -2.74 -1.33 -0.08 0.056
N -2.61 -0.34 -0.41 0.105
C -1.40 -0.08 -0.02 -0.575
C -0.48 -1.06 0.71 -0.468
S 1.08 -1.47 -0.10 0.826
C 1.58 0.21 -0.55 -0.742
S 0.65 1.54 0.33 0.864
N -0.92 1.18 -0.16 -0.324
H -0.38 -0.58 1.67 0.071
H -0.87 -2.03 0.78 0.042
H 2.65 0.33 -0.35 0.036
H 1.44 0.39 -1.59 0.010
H -1.23 1.70 -0.97 0.099
```

The SMILES is [H]/N=C1\CSCSN1. The calculation puts the HOMO-LUMO gap at 9.59 eV. The HOMO energy comes out at -8.95 eV.

=====

y has the most favorable energy; the next structure is 75.4 kJ/mol above.

=====

w.
Below is an isolated molecule of C3H6N2S2, with properties calculated with the ωB97M-V functional and the def2-TZVPD basis.

The geometry in XYZ format:
```
13
Properties=species:S:1:pos:R:3:lowdin_charge:R:1
C -0.08 -1.75 -0.49 -0.538
C 0.65 0.79 -0.01 -0.460
C 0.31 2.19 -0.18 -0.147
N -0.92 -0.31 1.27 0.116
N -0.98 -1.36 0.67 -0.877
S -1.87 -2.67 1.04 0.541
S 0.37 -0.28 -1.36 0.936
H 0.82 -2.24 0.03 0.119
H -0.70 -2.46 -0.98 0.004
H 1.44 0.54 0.65 0.065
H 1.23 2.66 -0.43 0.074
H 0.11 2.77 0.76 0.121
H -0.39 2.12 -0.95 0.046
```

The calculation puts the HOMO-LUMO gap at 7.40 eV. The HOMO energy comes out at -8.08 eV.

=====

x.
Below is a cluster of 3 separate species, C3H6N2S2 in total, with properties calculated with the ωB97M-V functional and the def2-TZVPD basis.

The geometry in XYZ format:
```
13
Properties=species:S:1:pos:R:3:lowdin_charge:R:1
C -0.87 0.08 1.09 -0.033
C -1.08 0.58 -0.29 -0.079
N -1.14 0.58 -1.49 -0.575
S -1.14 0.84 -3.07 0.465
H -0.64 1.02 1.56 0.044
H -1.74 -0.39 1.32 0.060
H -0.10 -0.58 1.03 0.043
C -0.11 -2.34 -2.33 -0.109
N 0.02 -2.38 -1.21 0.072
H -0.22 -2.37 -3.38 0.044
S 1.97 1.84 2.76 0.433
H 2.30 2.38 1.48 -0.150
H 2.75 0.76 2.51 -0.215
```

The SMILES is CC#[N+][S-].C#N.S. The calculation puts the HOMO-LUMO gap at 8.63 eV. The HOMO energy comes out at -8.20 eV.

=====

x has the most favorable energy; the next structure is 181.9 kJ/mol above.

=====

w.
Below is a cluster of 2 separate species, C3H9NO3 in total, with properties calculated with the ωB97M-V functional and the def2-TZVPD basis.

The geometry in XYZ format:
```
16
Properties=species:S:1:pos:R:3:lowdin_charge:R:1
C -1.59 -0.75 0.52 0.013
C -1.59 0.33 -0.48 -0.504
O -2.47 0.62 -1.29 0.031
N -0.50 1.19 -0.59 0.065
C 0.69 1.20 0.22 -0.332
O 1.73 0.47 -0.28 -0.025
H -2.03 -0.31 1.42 0.105
H -0.57 -0.93 0.85 0.066
H -2.09 -1.65 0.27 0.083
H -0.64 1.96 -1.23 0.142
H 0.62 0.90 1.25 0.112
H 0.89 2.33 0.43 0.147
H 1.83 0.42 -1.23 0.097
O 2.72 -2.42 1.27 -0.057
H 2.11 -3.02 0.85 0.026
H 2.29 -2.01 2.03 0.030
```

The SMILES is CC(=O)NCO.O. The calculation puts the HOMO-LUMO gap at 10.39 eV. The HOMO energy comes out at -9.85 eV.

=====

x.
Below is a cluster of 2 separate species, C3H9NO3 in total, with properties calculated with the ωB97M-V functional and the def2-TZVPD basis.

The geometry in XYZ format:
```
16
Properties=species:S:1:pos:R:3:lowdin_charge:R:1
C 0.23 -0.95 -2.06 -0.112
C 0.27 -1.54 -0.61 -0.223
N -0.88 -0.81 -0.01 0.002
C -0.67 0.08 1.03 -0.622
O 0.39 0.38 1.46 0.100
O -1.95 0.34 1.46 0.063
H 1.17 -1.38 -2.60 0.094
H -0.66 -1.26 -2.70 0.079
H 0.18 0.17 -2.04 0.070
H 0.13 -2.72 -0.38 0.150
H 1.21 -1.30 -0.05 0.110
H -1.85 -1.19 -0.19 0.166
H -1.95 1.17 2.04 0.153
O 2.20 2.11 -0.86 -0.100
H 2.26 2.62 0.02 0.086
H 1.62 1.37 -0.64 -0.016
```

The SMILES is CCNC(=O)O.O. The calculation puts the HOMO-LUMO gap at 10.37 eV. The HOMO energy comes out at -9.81 eV.

=====

y.
Below is a cluster of 2 separate species, C3H9NO3 in total, with properties calculated with the ωB97M-V functional and the def2-TZVPD basis.

The geometry in XYZ format:
```
16
Properties=species:S:1:pos:R:3:lowdin_charge:R:1
C 0.23 0.05 -1.78 -0.056
C 0.77 0.75 -0.45 -0.230
N -0.19 1.98 -0.03 0.020
C 0.86 -0.37 0.72 -0.473
O 1.23 -1.55 0.57 0.053
O 0.29 0.15 1.81 0.046
H 0.74 -0.86 -2.11 0.072
H -0.78 -0.31 -1.60 0.066
H 0.25 0.77 -2.59 0.067
H 1.80 1.05 -0.48 0.111
H -0.35 2.02 0.93 -0.012
H 0.47 2.92 -0.14 0.131
H -0.21 -0.65 2.30 0.184
O -1.66 -2.02 1.39 -0.119
H -0.95 -1.80 0.68 0.043
H -2.48 -2.13 0.78 0.095
```

The SMILES is C[C@@H](N)C(=O)O.O. The calculation puts the HOMO-LUMO gap at 10.59 eV. The HOMO energy comes out at -10.00 eV.

=====

x has the most favorable energy; the next structure is 28.9 kJ/mol above.